# 1
# C40H35AuN5P2

C40H35AuN5P2 as an isolated structure (wB97M-V/def2-TZVPD, the OMol25 dataset).

Charge ... +3
2S+1 ... 1
ΔE to the lowest compared entry with this formula, charge and spin ... 0.0 kJ/mol
HOMO ... -15.66 eV
Calculated total energy ... -71746.237 eV
Orbital gap ... 6.296 eV

The geometry in XYZ format:
```
83
C40H35AuN5P2, DFT wB97M-V/def2-TZVPD
Au 0.35377 0.98355 0.00071
N -4.81002 -1.40540 -2.21371
C -3.84805 -0.52301 -2.47597
N -3.09191 0.05672 -1.58523
C -3.31554 -0.24240 -0.26956
N -2.67619 0.38601 0.68763
N -1.73550 1.29740 0.24494
C -2.06612 2.53122 0.18314
C -1.06220 3.54322 -0.13238
C -1.39471 4.87561 -0.22601
C -0.39071 5.81054 -0.48648
C 0.90767 5.36487 -0.63042
C 1.17386 4.00286 -0.52105
N 0.21621 3.10886 -0.28627
C -4.32830 -1.21699 0.10851
C -4.59550 -1.56930 1.43832
C -5.57944 -2.48602 1.72376
C -6.32331 -3.06653 0.68676
C -6.08318 -2.72818 -0.62579
C -5.08205 -1.79936 -0.90714
H -5.34941 -1.79230 -2.97346
H -3.70656 -0.27503 -3.52210
H -3.09818 2.81487 0.36378
H -2.42456 5.18145 -0.09361
H -0.63063 6.86263 -0.56932
H 1.72326 6.04726 -0.82429
H 2.18127 3.63229 -0.62541
H -4.02398 -1.10240 2.23049
H -5.79202 -2.75405 2.75042
H -7.10354 -3.77962 0.91887
H -6.66984 -3.16134 -1.42733
C 2.02247 -1.90354 0.15787
C 3.04350 -0.87021 0.60691
P 2.64460 0.65114 -0.29367
C 3.67763 1.96741 0.30999
C 3.64839 2.28038 1.67406
C 4.48719 3.26557 2.16330
C 5.34564 3.93915 1.29754
C 5.36573 3.63682 -0.05801
C 4.52518 2.65470 -0.56298
C 2.89021 0.36766 -2.03928
C 2.02112 0.92292 -2.98162
C 2.26108 0.73503 -4.33397
C 3.36259 -0.00366 -4.74599
C 4.23013 -0.55749 -3.81126
C 4.00079 -0.37257 -2.45787
P 0.36844 -1.28453 0.60529
C 0.28191 -1.27798 2.39532
C -0.40064 -0.28565 3.09998
C -0.47189 -0.34878 4.48354
C 0.13026 -1.39675 5.16563
C 0.80699 -2.39082 4.46725
C 0.88317 -2.33809 3.08570
C -0.81257 -2.40288 -0.10844
C -1.65927 -3.12093 0.73587
C -2.41540 -4.15909 0.21134
C -2.32916 -4.46813 -1.13864
C -1.50573 -3.72901 -1.98676
C -0.74655 -2.69136 -1.47757
H 2.16803 -2.89174 0.59082
H 2.04186 -2.03043 -0.92704
H 4.07745 -1.15386 0.40993
H 2.96176 -0.66026 1.67599
H 2.97817 1.76118 2.35263
H 4.47964 3.50886 3.21754
H 6.00523 4.70441 1.68625
H 6.04012 4.16100 -0.72227
H 4.54041 2.41785 -1.62020
H 1.16149 1.50943 -2.67361
H 1.59218 1.16747 -5.06598
H 3.55061 -0.14541 -5.80251
H 5.08917 -1.12847 -4.13766
H 4.69607 -0.79409 -1.74152
H -0.90335 0.52121 2.58405
H -1.00396 0.41965 5.02870
H 0.06900 -1.44479 6.24506
H 1.27337 -3.20984 4.99913
H 1.40009 -3.13137 2.56071
H -1.72016 -2.88414 1.79021
H -3.06262 -4.73161 0.86255
H -2.90157 -5.29643 -1.53737
H -1.45203 -3.97300 -3.03988
H -0.11132 -2.11238 -2.14090
```


# 2
# C40H35FN3O6Rh

C40H35FN3O6Rh as an isolated structure (wB97M-V/def2-TZVPD, the OMol25 dataset).

Charge ... -2
2S+1 ... 5
ΔE to the lowest compared entry with this formula, charge and spin ... 76.0 kJ/mol
⟨S²⟩ ... 6.02
HOMO (spin up / spin down) ... -0.56 / -1.91 eV
Calculated total energy ... -64530.682 eV
Orbital gap (spin up / spin down) ... 5.218 / 6.446 eV

The geometry in XYZ format:
```
86
C40H35FN3O6Rh, DFT wB97M-V/def2-TZVPD
Rh -0.78776 -0.02360 0.77594
O -0.37506 2.33346 4.71299
C -0.78123 2.18156 3.64889
O -1.20919 2.17769 2.58751
C 0.28007 -0.47440 3.77076
O 0.87792 -0.82837 4.74462
O -0.87733 -0.36268 3.43322
C 2.40369 3.56740 -1.13660
C 2.43151 2.54454 0.00690
C 1.16490 2.66381 0.84441
C 2.71034 1.14144 -0.50401
C 4.02390 0.70904 -0.39710
C 4.42127 -0.52726 -0.86656
C 3.48998 -1.32681 -1.49672
C 2.16938 -0.93062 -1.66331
C 1.31546 -1.89875 -2.46976
C -0.19270 -1.93225 -2.22259
C 1.57812 -1.64905 -3.96361
C 1.75119 0.30962 -1.12558
N 0.41019 0.67139 -1.18976
C -0.09886 1.15573 -2.31814
C 0.66968 1.71875 -3.37447
C 0.08294 2.38192 -4.43016
C -1.29688 2.49102 -4.53656
C -2.08853 1.84561 -3.59018
C -1.49667 1.19025 -2.54376
F -2.28116 0.46128 -1.69574
H 2.41967 4.58193 -0.73595
H 1.50158 3.44733 -1.73069
H 3.26646 3.44156 -1.78869
H 3.27942 2.80110 0.65817
H 0.28143 2.53243 0.21837
H 1.10741 3.64185 1.32832
H 1.18255 1.89236 1.61158
H 4.75331 1.36028 0.07007
H 5.43959 -0.86537 -0.72693
H 3.79858 -2.29533 -1.87094
H 1.68866 -2.89872 -2.21970
H -0.71082 -1.19717 -2.83208
H -0.42298 -1.75032 -1.17049
H -0.57788 -2.91994 -2.47503
H 1.20610 -0.66252 -4.23748
H 1.06086 -2.39586 -4.56691
H 2.64389 -1.69339 -4.19051
H 1.74660 1.62869 -3.32299
H 0.71865 2.82681 -5.19052
H -1.75121 3.02803 -5.35845
H -3.16622 1.83997 -3.66963
O 1.23155 0.01779 2.60527
C 1.59319 -1.07253 1.92111
N 0.71593 -1.70336 1.11722
C 1.28804 -2.87791 0.66530
O 0.73223 -3.75203 -0.00835
C 2.65313 -2.91525 1.18439
C 3.69370 -3.80569 1.00328
C 4.90623 -3.54104 1.61455
C 5.07603 -2.40143 2.41698
C 4.04936 -1.50696 2.61506
C 2.82560 -1.75840 1.99559
H 3.55575 -4.67899 0.37937
H 5.74469 -4.21555 1.48020
H 6.03912 -2.23442 2.88947
H 4.17303 -0.62394 3.22692
C -5.26741 3.07596 -0.54065
C -5.83004 1.85506 -0.20158
C -5.06685 0.84767 0.34728
C -3.68667 1.02418 0.58494
C -3.13300 2.26663 0.21244
C -3.90576 3.26290 -0.33383
N -2.88701 0.03050 1.04829
C -3.36185 -0.94921 1.87461
C -4.32941 -0.68397 2.86128
C -4.74809 -1.66990 3.72874
C -4.23288 -2.95402 3.64116
C -3.26975 -3.22982 2.67765
C -2.83960 -2.25447 1.80574
H -5.86928 3.86577 -0.97342
H -6.88386 1.68137 -0.38920
H -5.52190 -0.10828 0.56972
H -2.06815 2.40258 0.35620
H -3.45194 4.20292 -0.62266
H -4.71277 0.32375 2.95460
H -5.48217 -1.43383 4.49140
H -4.56000 -3.72629 4.32810
H -2.85225 -4.22646 2.61243
H -2.07770 -2.46770 1.06027
```


# 3
# C40H35N11O2Ti

C40H35N11O2Ti as an isolated structure (wB97M-V/def2-TZVPD, the OMol25 dataset).

Charge ... +1
2S+1 ... 2
ΔE to the lowest compared entry with this formula, charge and spin ... 0.0 kJ/mol
⟨S²⟩ ... 0.78
HOMO (spin up / spin down) ... -9.91 / -9.96 eV
Calculated total energy ... -85645.215 eV
Orbital gap (spin up / spin down) ... 6.255 / 6.108 eV

The geometry in XYZ format:
```
89
C40H35N11O2Ti, DFT wB97M-V/def2-TZVPD
Ti -0.95962 0.04723 -1.29500
N -1.18547 1.62301 0.35110
C -2.53773 1.73065 0.77917
C -2.90869 2.72629 1.70742
C -4.24186 2.79991 2.14221
C -5.20589 1.98671 1.57768
C -4.88015 1.04540 0.57978
C -5.86042 0.24766 -0.01087
C -5.57533 -0.54072 -1.10374
C -4.22979 -0.65071 -1.44788
N -3.23472 -0.06613 -0.76329
C -3.49696 0.92500 0.16891
H -0.50483 1.13887 0.93970
H -0.83931 2.49913 -0.05331
H -2.19407 3.48735 1.98054
H -4.52281 3.40679 2.99178
H -6.20445 2.03715 1.96162
H -6.86809 0.31266 0.38425
H -6.32637 -1.07384 -1.66619
H -3.91980 -1.25956 -2.29571
C -2.65290 -1.58768 4.48801
C -3.22972 -2.45824 3.53216
C -2.78914 -2.54775 2.25455
C -1.72608 -1.67334 1.82286
C -1.01822 -0.96266 2.81118
C -1.51166 -0.91424 4.09294
N -1.44511 -1.61579 0.44988
N -1.89148 -2.68602 -0.17802
C -1.61686 -2.74799 -1.52009
C -1.89804 -3.94899 -2.17946
C -1.74183 -4.10992 -3.53507
C -1.36083 -3.00310 -4.35361
C -1.08275 -1.80081 -3.67667
C -1.14904 -1.60934 -2.26040
H -3.08706 -1.43807 5.47674
H -4.11506 -3.03985 3.80990
H -3.23576 -3.18572 1.49916
H -0.15678 -0.33631 2.56114
H -0.93888 -0.31663 4.83281
H -2.33517 -4.78296 -1.60341
H -1.90219 -5.06851 -3.98930
H -1.18474 -3.06345 -5.43446
H -0.69703 -0.96657 -4.26679
N -2.95498 1.74919 -4.56660
C -2.46434 2.10978 -3.34181
O -1.76515 1.30045 -2.67517
C -2.72146 3.43337 -2.84317
C -3.71971 4.05970 -3.56050
N -4.62298 4.57243 -4.12867
C -2.06035 3.97865 -1.75736
N -1.50151 4.31646 -0.78308
H -2.91476 0.75538 -4.85158
H -3.51045 2.41823 -5.10686
N 4.80287 -0.93488 3.44247
C 5.86351 -0.41265 4.22259
C 6.53984 -0.85045 5.33644
C 7.57692 -0.05286 5.82860
C 7.94399 1.14870 5.19234
C 7.17808 1.62775 4.12711
C 6.16758 0.85118 3.61339
N 5.30983 1.10754 2.56310
C 4.51537 0.02820 2.49675
C 3.38387 -0.08580 1.61257
C 2.99977 1.02369 0.84260
C 1.85557 0.95779 0.07499
N 1.08889 -0.17733 -0.04117
C 1.64298 -1.30526 0.45411
C 2.76318 -1.31677 1.28742
H 4.32406 -1.79984 3.64584
H 6.26010 -1.81677 5.80028
H 8.06910 -0.37221 6.76372
H 8.81289 1.69412 5.54915
H 7.36536 2.56008 3.60174
H 3.53655 1.94710 0.95818
H 1.57113 1.86027 -0.47414
H 1.09783 -2.23960 0.30614
H 3.14401 -2.27051 1.65653
C 2.93229 1.45968 -4.04797
N 2.63946 0.09433 -3.76940
C 3.51760 -0.91480 -4.35783
C 1.54915 -0.24672 -3.11811
O 0.69912 0.56662 -2.63708
H 2.33068 1.81529 -4.91789
H 3.99304 1.54054 -4.29081
H 2.65953 2.04008 -3.19353
H 3.89291 -0.50138 -5.32579
H 2.95406 -1.84576 -4.51376
H 4.36301 -1.10947 -3.70175
H 1.35428 -1.32250 -2.93429
```


# 4
# C40H36BCrN5P2

C40H36BCrN5P2 as an isolated structure (wB97M-V/def2-TZVPD, the OMol25 dataset).

Charge ... 0
2S+1 ... 5
ΔE to the lowest compared entry with this formula, charge and spin ... 0.0 kJ/mol
⟨S²⟩ ... 6.03
HOMO (spin up / spin down) ... -7.50 / -7.63 eV
Calculated total energy ... -97193.234 eV
Orbital gap (spin up / spin down) ... 8.119 / 8.014 eV

The geometry in XYZ format:
```
85
C40H36BCrN5P2, DFT wB97M-V/def2-TZVPD
Cr 1.62198 0.13755 0.84479
B 3.67880 -1.72320 -0.50767
N 4.43259 -0.60674 0.24833
C 5.73561 -0.32589 0.34948
C 5.88111 0.81531 1.12073
C 4.57580 1.17534 1.45427
N 3.71573 0.30537 0.92972
N 2.90528 -2.53919 0.55929
C 3.04624 -3.80494 0.96435
C 2.16541 -4.03680 2.00727
C 1.51220 -2.81868 2.17855
N 1.96602 -1.92246 1.30417
H 2.85881 -1.19607 -1.23606
H 4.45501 -2.43614 -1.08174
H 6.46540 -0.94748 -0.14029
H 6.79392 1.31385 1.39270
H 4.21453 2.01292 2.02856
H 3.76040 -4.45131 0.48329
H 2.01825 -4.94919 2.55627
H 0.73610 -2.55276 2.87738
N -1.84255 -0.95223 0.15951
P -0.75223 0.35800 0.13287
C -0.78750 0.88339 -1.61139
C -1.91286 1.50007 -2.15622
C -1.96552 1.78663 -3.51051
C -0.89529 1.45696 -4.33189
C 0.22274 0.83487 -3.79887
C 0.27465 0.54744 -2.44282
C -1.74881 1.62160 0.97904
C -1.63587 2.97071 0.64790
C -2.33114 3.92414 1.37321
C -3.13864 3.54166 2.43532
C -3.25554 2.20139 2.76877
C -2.56189 1.24330 2.04403
P -1.27714 -2.58057 0.09685
C -2.90302 -3.41068 -0.00837
C -2.98061 -4.65270 -0.63982
C -4.17436 -5.35226 -0.67851
C -5.31296 -4.82279 -0.08492
C -5.24546 -3.59372 0.55051
C -4.04706 -2.89291 0.59342
C -0.70136 -2.75759 -1.63442
C -1.48929 -2.46985 -2.74879
C -0.94796 -2.52518 -4.02086
C 0.38794 -2.87414 -4.19398
C 1.17929 -3.15852 -3.09459
C 0.63401 -3.09751 -1.81769
H -2.67944 -0.76715 -0.39127
H -2.74489 1.77530 -1.51805
H -2.83895 2.27338 -3.92492
H -0.93640 1.68397 -5.38955
H 1.05547 0.56730 -4.43608
H 1.14750 0.04775 -2.03568
H -0.98921 3.27803 -0.16355
H -2.22707 4.97064 1.11759
H -3.67392 4.29054 3.00476
H -3.88088 1.89950 3.59903
H -2.64620 0.19681 2.30840
H -2.10108 -5.06809 -1.11807
H -4.21914 -6.31112 -1.17825
H -6.24713 -5.36781 -0.11889
H -6.12770 -3.17449 1.01714
H -4.00526 -1.93840 1.10309
H -2.53364 -2.20526 -2.61948
H -1.56341 -2.29457 -4.88099
H 0.80921 -2.91586 -5.19060
H 2.22267 -3.41694 -3.22243
H 1.25499 -3.30546 -0.95439
C 0.41146 4.64240 4.04165
C 0.35966 3.23409 4.12654
C 0.73220 2.47333 3.05531
C 1.17217 3.05551 1.83791
C 1.53201 2.23630 0.72352
C 1.92437 2.89476 -0.42179
C 1.96667 4.30366 -0.51896
C 1.61340 5.07976 0.54809
C 1.20987 4.47042 1.76139
C 0.82735 5.24073 2.88769
H 0.11876 5.24287 4.89350
H 0.02459 2.76257 5.04159
H 0.68860 1.38786 3.12369
H 2.22298 2.32924 -1.30034
H 2.28282 4.76628 -1.44685
H 1.64100 6.16148 0.48526
H 0.86581 6.32169 2.81283
```


# 5
# C40H36Cl3N7O3SW

C40H36Cl3N7O3SW as an isolated structure (wB97M-V/def2-TZVPD, the OMol25 dataset).

Charge ... +2
2S+1 ... 1
HOMO ... -12.72 eV
Calculated total energy ... -108844.660 eV
Orbital gap ... 4.342 eV

The geometry in XYZ format:
```
91
C40H36Cl3N7O3SW, DFT wB97M-V/def2-TZVPD
W 1.06769 -1.06483 -0.21080
Cl -0.38508 -0.53972 -6.96898
C 0.04521 -0.31465 -5.33776
C 0.52412 -1.36370 -4.49640
C 0.93613 -1.13828 -3.17781
N 1.17869 -2.00581 -2.08522
C 1.54054 -3.36495 -2.20672
O 2.15502 -3.81225 -3.17100
C 1.23434 -4.14910 -0.94270
C 0.98909 -5.56583 -0.90085
C 0.15334 -6.05957 0.04569
C -0.29260 -5.25484 1.16366
C 0.34659 -3.89051 1.26767
N 1.03934 -3.38292 0.13499
C 0.84541 0.18713 -2.75147
C 0.34003 1.20354 -3.52594
C -0.14392 0.95817 -4.79326
Cl -0.76379 2.34834 -5.65297
N 1.35535 0.51256 -1.40792
C 2.54714 1.34790 -1.41200
O 3.43829 1.19599 -2.21672
C 2.65697 2.51787 -0.42952
C 3.63011 3.51111 -0.57282
C 3.47237 4.70417 0.12782
C 2.50623 4.78404 1.10364
C 1.55795 3.74872 1.18539
N 1.58087 2.68911 0.39190
H 0.66582 -2.33841 -4.96244
H 1.45327 -6.19191 -1.67588
H -0.16604 -7.13697 0.11183
H -0.23996 -5.81201 2.09340
H 0.79386 -3.61705 2.22097
H 0.28211 2.21086 -3.09563
H 4.51426 3.40591 -1.34687
H 4.23349 5.44144 -0.02378
H 2.43185 5.60784 1.79512
H 0.72218 3.70165 1.88149
O 3.99294 1.25276 2.43831
N 3.43382 0.46466 3.25157
C 3.39286 0.78986 4.61639
C 2.38148 0.22666 5.38257
C 1.85999 -0.99430 4.95114
C 2.15487 -1.46734 3.70178
C 2.92434 -0.72282 2.82059
S 3.00856 -0.94080 1.05272
H 4.03975 1.57126 4.94921
H 2.07808 0.64493 6.32431
H 1.30137 -1.58533 5.65862
H 2.02127 -2.44623 3.37832
Cl 0.15327 8.23111 -3.66710
C -0.12304 7.68188 -2.09888
C -0.43481 8.57823 -1.02734
C -0.90465 8.03895 0.15947
C -1.12521 6.67242 0.25032
N -0.78847 5.86323 -0.69985
C -0.34269 6.34119 -1.87612
H -0.29283 9.68718 -1.19194
H -1.09405 8.63106 1.03494
H -1.56205 6.29053 1.20789
H -0.07098 5.66534 -2.73135
C -2.89484 -4.98751 2.12488
C -1.79190 -4.61188 1.07725
C -2.48574 -4.76406 -0.29948
C -2.74756 -3.69338 -1.12435
C -3.35556 -3.92294 -2.48800
C -2.07411 -2.42934 -0.87580
C -1.27556 -2.21255 0.19400
C -1.08783 -3.24188 1.26938
N -0.67713 -0.86032 0.35309
C -1.72365 0.14678 0.82052
C -2.56911 0.69556 -0.36688
C -1.23710 1.31245 1.63750
C -2.74373 -0.54820 1.73514
H -3.21817 -5.99390 1.85065
H -3.84164 -4.42952 2.08086
H -2.43856 -5.05707 3.11541
H -2.83974 -5.80491 -0.52509
H -3.91437 -3.01064 -2.79594
H -3.96784 -4.81297 -2.49373
H -2.59070 -4.15787 -3.23074
H -2.22288 -1.63533 -1.63357
H -1.38278 -2.94646 2.30954
H -3.01290 -0.04499 -1.01321
H -2.10806 1.40133 -1.07338
H -3.36616 1.36875 0.03553
H -0.75034 1.93299 0.90720
H -0.53555 1.12067 2.42971
H -2.13097 1.80925 2.01029
H -3.51836 -1.15403 1.13269
H -3.35842 0.16098 2.22021
H -2.38884 -1.17653 2.57267
```


Q: Among the records above, which one has the lowest calculated total energy?
A: C40H36Cl3N7O3SW


Q: The lowest calculated total energy belongs to which entry?
A: C40H36Cl3N7O3SW